{"formula": "C5H15NOS", "method": "the ωB97M-V functional and the def2-TZVPD basis", "gap_ev": 9.44, "e_above_lowest_ev": 0.838, "homo_ev": -8.7, "symbols": ["C", "C", "C", "N", "C", "C", "S", "H", "H", "H", "H", "H", "H", "H", "H", "H", "H", "H", "H", "H", "O", "H", "H"], "positions_angstrom": [[0.34246, 0.27780, 2.28213], [-0.31130, 1.40414, 1.48255], [0.47019, 1.89591, 0.26218], [0.16425, 1.37631, -1.07816], [0.58117, 0.05143, -1.46433], [-0.28398, -1.16398, -1.05278], [-2.06616, -0.99272, -1.25920], [0.40277, -0.63016, 1.69722], [1.27044, 0.53971, 2.79400], [-0.33494, 0.12436, 3.12626], [-1.30122, 1.07426, 1.15902], [-0.44462, 2.23123, 2.18278], [1.53623, 1.73818, 0.43990], [0.38676, 2.96854, 0.11566], [-0.81931, 1.50204, -1.27825], [1.64287, -0.13461, -1.28051], [0.56736, 0.03484, -2.56453], [-0.00598, -1.98354, -1.69933], [-0.01824, -1.43111, -0.03128], [-2.31316, -0.40303, -0.08504], [2.86267, -1.55412, 1.27437], [3.62175, -0.97862, 1.40928], [2.10505, -1.00480, 1.53360]], "forces_ev_per_a": [[-0.976, 0.521, 0.669], [0.409, 0.074, -0.071], [0.455, 0.017, -0.744], [0.174, -0.151, 0.776], [-0.496, -0.241, -1.487], [0.912, 0.502, 0.512], [-0.057, 0.083, 0.031], [0.081, -0.266, 0.121], [0.278, 0.109, -0.555], [-0.012, -0.585, -0.058], [-0.067, 0.118, 0.102], [-0.151, 0.128, -0.148], [0.126, -0.114, -0.035], [-0.244, 0.284, 0.448], [-0.043, 0.003, -0.140], [-0.117, 0.075, 0.673], [-0.165, 0.159, 0.040], [0.115, -0.363, -0.051], [-0.387, -0.338, -0.033], [-0.061, 0.039, 0.003], [-0.267, 0.279, 0.058], [0.064, -0.056, -0.026], [0.428, -0.279, -0.085]], "lowdin_charge": [-0.111, -0.231, -0.227, -0.085, -0.301, -0.556, 0.726, 0.037, 0.083, 0.080, 0.083, 0.104, 0.112, 0.104, 0.079, 0.114, 0.104, 0.059, 0.042, -0.170, -0.061, 0.039, -0.024]}


{"formula": "C5H15NP", "method": "the ωB97M-V functional and the def2-TZVPD basis", "charge": 1, "gap_ev": 11.08, "e_above_lowest_ev": 1.388, "homo_ev": -14.5, "symbols": ["C", "C", "C", "C", "C", "N", "P", "H", "H", "H", "H", "H", "H", "H", "H", "H", "H", "H", "H", "H", "H", "H"], "positions_angstrom": [[0.65488, 0.60036, 1.87207], [-0.41346, 0.49235, 0.81850], [-1.71774, -0.38044, 1.18740], [0.15494, -0.11648, -0.59425], [1.18710, -1.29079, -0.36873], [0.81079, 0.97285, -1.43366], [-1.30200, -0.73692, -1.54179], [1.55571, 0.00391, 1.67376], [0.17398, 0.07756, 2.71146], [0.81844, 1.57779, 2.27284], [-0.78704, 1.52055, 0.60038], [-1.51327, -1.48827, 1.14946], [-2.58904, -0.08692, 0.50264], [-2.02892, 0.05998, 2.25083], [1.26922, -1.51087, 0.66397], [2.16225, -1.14154, -0.87350], [0.82782, -2.16342, -0.91590], [1.44749, 1.57430, -0.96062], [1.25856, 0.54614, -2.24251], [0.15677, 1.52415, -1.91015], [-0.55553, -0.63098, -2.76705], [-1.57095, 0.59672, -2.09515]], "forces_ev_per_a": [[-0.798, -1.859, 1.320], [-0.866, -0.275, -2.670], [-0.016, 2.155, 1.367], [0.078, 0.069, 1.802], [-0.683, 0.617, -2.088], [0.587, -1.598, -0.194], [0.273, 1.253, -2.276], [-0.068, 0.779, 0.073], [0.559, 0.040, 0.262], [0.470, 0.700, -0.268], [0.060, -0.666, -0.094], [-0.377, 1.189, 0.403], [1.256, -0.631, 0.966], [0.563, -1.552, -2.096], [0.346, -0.383, 0.720], [-0.278, 0.389, 0.724], [-0.201, -0.215, 0.321], [0.909, 0.511, 0.753], [0.685, -0.350, 0.180], [-1.830, 1.423, -0.294], [0.161, -1.150, 0.045], [-0.831, -0.447, 1.045]], "lowdin_charge": [-0.074, -0.390, -0.133, -0.674, -0.053, 0.182, 0.958, 0.076, 0.089, 0.080, 0.134, 0.087, 0.058, 0.130, 0.058, 0.102, 0.068, 0.162, 0.155, 0.103, -0.072, -0.047]}


{"formula": "C5H15NSi2", "method": "the ωB97M-V functional and the def2-TZVPD basis", "spin_multiplicity": 3, "gap_ev": [5.66, 8.28], "homo_ev": [-4.8, -9.2], "symbols": ["C", "C", "C", "C", "C", "N", "Si", "Si", "H", "H", "H", "H", "H", "H", "H", "H", "H", "H", "H", "H", "H", "H", "H"], "positions_angstrom": [[-1.47795, 1.16962, 0.93423], [-1.27416, -0.28604, 1.34015], [-0.14065, 1.65115, 0.15413], [0.47466, -0.47200, -0.00029], [0.04492, -1.77335, -0.57905], [0.21988, 0.65650, -0.72121], [1.73620, -0.74426, 1.42985], [0.19922, 0.81372, -2.46599], [-2.31161, 1.22227, 0.14413], [-1.82381, 1.71300, 1.84319], [-0.95768, -0.49396, 2.36537], [-1.86317, -1.07266, 0.81290], [-0.26546, 2.61129, -0.25856], [0.67697, 1.85865, 0.94352], [0.00238, -2.46702, 0.18952], [0.62871, -2.09747, -1.47821], [-0.88198, -1.58987, -1.04714], [1.95052, 0.22306, 2.54510], [2.95706, -1.12225, 0.84164], [1.38635, -2.07827, 1.80017], [1.27972, -0.24903, -2.98355], [0.57639, 2.14419, -2.77151], [-1.13650, 0.38271, -3.03837]], "forces_ev_per_a": [[0.019, -0.465, -1.263], [-3.763, 0.485, 1.443], [-0.928, 1.873, 4.634], [3.666, -1.942, -1.171], [1.632, 1.528, -2.092], [0.508, -0.719, -1.508], [-1.344, 0.835, -0.885], [0.493, -3.006, 0.062], [1.036, -0.075, 1.148], [0.651, 0.232, -0.767], [0.014, -0.063, -0.392], [0.775, 0.702, 0.667], [-0.497, 1.143, -0.970], [-0.826, -0.540, -0.857], [-0.203, -1.820, 1.006], [0.182, -0.192, 0.919], [-1.748, -0.064, -0.225], [-0.241, -0.137, -0.233], [1.749, 0.195, -0.674], [-0.678, -0.797, 0.989], [-1.154, 1.257, 0.432], [0.130, 1.168, -0.349], [0.528, 0.400, 0.086]], "lowdin_charge": [-0.188, -0.080, -0.293, -0.578, -0.161, -0.325, 0.687, 0.654, 0.120, 0.101, 0.055, 0.074, 0.081, 0.116, 0.030, 0.083, 0.052, -0.067, -0.105, -0.073, -0.028, -0.088, -0.067]}


{"formula": "C5H15PSi", "method": "the ωB97M-V functional and the def2-TZVPD basis", "gap_ev": [8.24, 7.58], "e_above_lowest_ev": 2.953, "homo_ev": [-8.2, -8.1], "symbols": ["C", "C", "C", "C", "C", "Si", "P", "H", "H", "H", "H", "H", "H", "H", "H", "H", "H", "H", "H", "H", "H", "H"], "positions_angstrom": [[0.81210, -2.26576, 0.04801], [-0.47972, 0.20501, 1.73129], [-0.19479, 2.08296, -0.60889], [-2.21939, -0.25759, -0.82782], [0.63553, -0.88817, -0.74021], [-0.63641, 0.31880, -0.16494], [3.19873, 0.34445, -0.15050], [1.23715, -3.03829, -0.57792], [-0.16507, -2.47240, 0.49846], [1.58254, -2.17691, 0.88835], [-1.55846, -0.27936, 2.01842], [0.24184, -0.49455, 2.24461], [-0.42076, 1.18927, 2.17396], [0.84627, 2.46939, -0.77799], [-0.78010, 2.18960, -1.50260], [-0.76469, 2.67007, 0.12006], [-2.90278, 0.67099, -0.72794], [-2.14032, -0.53419, -1.80647], [-2.74020, -1.15939, -0.20987], [0.75475, -0.95242, -1.88109], [3.12991, 1.61795, -0.76737], [2.56387, 0.76055, 1.02046]], "forces_ev_per_a": [[1.033, 2.290, 0.185], [-2.740, -2.139, 0.737], [-0.354, 0.026, -0.130], [-3.369, 0.349, 3.989], [1.882, -1.329, -1.082], [3.237, -0.132, 1.980], [-0.961, -1.011, -0.658], [-0.467, -0.305, -0.265], [0.274, -0.537, -0.102], [-1.195, 0.184, -0.901], [2.291, 1.285, -0.193], [-0.510, 0.830, -0.945], [-0.047, 0.176, 0.288], [-1.111, -0.705, 0.423], [-0.075, 0.596, -0.993], [0.413, 0.307, 0.052], [0.577, -1.573, -0.333], [0.040, -0.682, -2.750], [1.353, 2.204, -1.402], [0.113, -0.121, 1.709], [-0.188, 0.020, 0.035], [-0.198, 0.268, 0.358]], "lowdin_charge": [-0.183, -0.203, -0.187, -0.192, -0.286, 0.337, 0.645, 0.047, 0.053, 0.068, 0.072, 0.032, 0.001, 0.031, 0.005, 0.029, 0.068, -0.019, 0.102, 0.055, -0.237, -0.237]}


{"formula": "C5H16BCl4NP", "method": "the ωB97M-V functional and the def2-TZVPD basis", "charge": -1, "gap_ev": 6.27, "homo_ev": -3.6, "symbols": ["C", "B", "P", "N", "H", "H", "H", "H", "H", "H", "H", "H", "Cl", "C", "C", "Cl", "H", "H", "H", "H", "Cl", "C", "C", "Cl", "H", "H", "H", "H"], "positions_angstrom": [[4.22739, -1.59973, -1.35746], [2.93918, -0.59484, -1.54936], [1.24445, -1.46107, -1.21860], [0.00075, -0.58504, -0.68070], [5.08602, -1.23530, -1.92562], [4.54724, -1.66363, -0.31465], [4.04150, -2.62279, -1.70475], [2.93513, -0.14560, -2.69623], [2.93457, 0.31256, -0.75083], [1.52799, -2.54712, -0.32965], [0.84669, -2.17358, -2.38102], [-0.79848, -0.66662, -1.29630], [-3.69525, -1.02693, -1.69515], [-4.15289, -1.16798, 0.01946], [-4.46067, 0.16836, 0.64615], [-3.01370, 1.18303, 0.82925], [-3.33759, -1.67185, 0.53296], [-5.04484, -1.79200, 0.05775], [-4.86762, 0.01128, 1.64413], [-5.18565, 0.71772, 0.05047], [1.30187, 3.92982, 2.92329], [0.43618, 3.05813, 1.61241], [0.39618, 1.56979, 1.82262], [1.97214, 0.80625, 1.61438], [0.93192, 3.30364, 0.67770], [-0.57688, 3.45592, 1.59861], [-0.24417, 1.11517, 1.06222], [0.00853, 1.32239, 2.80894]], "forces_ev_per_a": [[-0.300, 0.039, 0.043], [0.608, 0.081, -0.302], [-0.154, 0.649, 0.102], [-0.029, 0.062, -0.026], [0.064, 0.051, -0.035], [0.000, -0.117, 0.108], [0.021, -0.085, -0.016], [-0.326, -0.075, 0.120], [0.113, 0.023, -0.171], [-0.073, -0.178, -0.163], [0.118, -0.325, 0.060], [-0.088, -0.092, 0.058], [-0.040, 0.042, -0.036], [0.031, -0.104, 0.037], [-0.058, -0.003, 0.034], [-0.030, 0.049, -0.040], [0.067, 0.059, -0.027], [-0.004, -0.002, 0.005], [-0.001, -0.027, 0.002], [0.022, 0.028, -0.016], [0.014, 0.037, 0.023], [-0.036, -0.052, -0.113], [-0.315, -0.095, -0.038], [0.191, 0.089, 0.419], [0.053, 0.006, 0.017], [-0.014, 0.003, 0.023], [0.122, -0.083, -0.111], [0.044, 0.019, 0.044]], "lowdin_charge": [-0.227, -0.737, 0.623, -0.382, 0.014, 0.017, 0.014, 0.007, -0.045, -0.048, -0.048, -0.125, 0.544, -0.663, -0.673, 0.581, 0.070, 0.065, 0.067, 0.062, 0.485, -0.655, -0.709, 0.586, 0.071, 0.057, -0.012, 0.062]}


no.,E (Ha)
1,-727.6549
2,-595.2921
3,-833.0018
4,-830.2157
5,-2461.8456